Density functional theory data (wB97M-V/def2-TZVPD) for the molecule H2N2P2.

Properties
**Gap between HOMO and LUMO**: 7.62 eV
**Lowest unoccupied orbital energy**: -1.482 eV
**E**: -21586.0185 eV
**Energy above the lowest of the compared OMol25 structures with the same formula, charge and spin**: 3.440 eV
**SMILES**: [H]/N=P\[PH]#N
**Largest force on an atom**: 4.36 eV Å⁻¹
**Molar mass**: 91.98 g mol⁻¹

Each line ends with the Löwdin charge.
Element x y z (Å)
N 0.4574 2.3170 -0.7817  -0.41
H -0.8649 -1.4850 0.7007  -0.09
H 0.1970 0.5840 1.3626  -0.08
P 0.3162 -0.8655 -1.0368  0.58
P 0.5978 1.0813 -0.0133  0.37
N -0.7036 -1.6318 -0.2314  -0.36



Density functional theory data (wB97M-V/def2-TZVPD) for the molecule C4H4N2S.

Properties
**Gap between HOMO and LUMO**: 7.01 eV
**Lowest unoccupied orbital energy**: -1.198 eV
**E**: -18025.0377 eV
**Energy above the lowest of the compared OMol25 structures with the same formula, charge and spin**: 3.203 eV
**SMILES**: S=Nc1ccc[nH]1
**Largest force on an atom**: 6.74 eV Å⁻¹
**Molar mass**: 112.16 g mol⁻¹

Each line ends with the Löwdin charge.
Element x y z (Å)
S 3.2425 0.1107 -0.0976  0.64
C -1.1385 0.8551 0.1192  -0.10
H -2.3356 -1.1856 -0.1922  0.15
H -1.7429 1.6827 0.0078  0.07
C -1.4071 -0.4993 -0.0752  -0.15
H 0.6007 2.1234 0.1136  0.09
C 0.2628 1.1225 0.0320  0.00
C 0.7952 -0.2116 0.1494  -0.51
H -0.0734 -2.1572 -0.4986  0.27
N -0.2451 -1.0885 0.0186  0.00
N 2.0415 -0.7521 0.4230  -0.45



Density functional theory data (wB97M-V/def2-TZVPD) for C27H42BF4N8OPr as an isolated structure.

Properties
**Gap between HOMO and LUMO (alpha / beta)**: 9.52 / 9.62 eV
**Lowest unoccupied orbital energy (alpha / beta)**: -4.838 / -4.740 eV
**E**: -68263.5967 eV
**Energy above the lowest of the compared OMol25 structures with the same formula, charge and spin**: 0.526 eV
**Expectation value of S²**: 2.0013
**Largest force on an atom**: 1.72 eV Å⁻¹
**Molar mass**: 722.40 g mol⁻¹
**Net charge**: +2
**Spin multiplicity**: 3

Each line ends with the Mulliken spin population.
Element x y z (Å)
C -4.1493 -2.0554 -0.6853  0.00
C -1.1866 -0.3007 3.6213  0.00
H -4.4270 -2.9879 -1.1472  0.00
H 0.2263 1.2231 -3.1769  0.00
N 2.9766 1.6759 3.0849  0.00
C 0.3883 -4.3962 -1.8532  0.00
C 0.3975 -3.0363 -1.5483  0.00
C 2.7891 2.6942 2.0649  0.00
H 1.6712 -2.4316 3.7931  0.00
F -0.5460 4.0062 -0.4485  0.00
H -1.1344 3.1609 3.5753  0.00
H -1.9115 1.3081 4.8224  0.00
H 4.6964 2.5768 3.8502  0.00
H -5.7985 -2.0262 0.6880  0.00
C -4.5801 -0.2569 0.8153  0.00
H 3.1751 3.1209 4.5583  0.00
H 1.7009 -1.8943 -2.7168  0.00
H -1.7461 -0.9647 4.2928  0.00
N -1.2850 -0.7895 2.2279  0.00
H -5.2086 0.2548 1.5263  0.00
Pr 0.0347 0.2539 0.0623  1.98
N 2.2681 0.0025 -1.2386  0.00
C 3.4778 0.1250 -0.6822  0.00
C -4.9235 -1.5130 0.3227  0.00
N 2.7315 -0.6299 3.6507  0.00
C 0.1750 -3.4857 0.6702  0.00
H 0.4925 -4.7189 -2.8768  0.00
H 0.2941 -2.4664 -3.6148  0.00
N -0.0340 -0.7403 -2.4222  -0.01
H 0.1333 -3.1140 1.6839  0.00
C 0.7643 0.2715 -3.1391  0.00
O 1.7343 0.2656 1.8406  0.00
H -2.7032 1.1819 3.2530  0.00
H 2.4043 2.2442 1.1556  0.00
C -1.7400 1.1141 3.7625  0.00
H 3.2899 -1.6851 5.3386  0.00
H 4.4437 -0.4337 4.8887  0.00
H -1.0314 -1.7769 2.2380  0.00
C 0.2445 -5.3244 -0.8406  0.00
H -3.1218 -2.0015 -3.1179  0.00
B -0.1458 3.0033 -1.2380  0.00
H -1.8451 0.2160 -2.8852  0.00
H 0.2061 2.0002 3.6481  0.00
N -2.5977 -0.2484 -0.5386  0.00
H 2.1145 3.4765 2.4203  0.00
F 0.1364 3.2714 -2.5126  0.00
H 3.5861 -0.3173 0.3008  0.00
C 3.7160 2.2425 4.1967  0.00
C 4.5380 0.7620 -1.2987  0.00
C 0.6164 -2.0426 -2.6535  0.00
C 2.4711 0.4426 2.8552  0.00
C 0.1417 -4.8512 0.4600  0.00
H 5.1370 1.8603 -3.0484  0.00
H 2.9107 1.5690 -4.1379  0.00
N 0.2822 -2.5695 -0.2990  0.00
F -1.1155 1.9151 -1.1465  0.00
H 0.0414 -5.5273 1.2939  0.00
C -1.3895 -0.7702 -3.0058  0.00
H -2.2815 -0.7768 2.0049  0.00
H 2.8809 -0.0147 5.6628  0.00
C -2.3266 -1.8132 -2.3914  0.00
C 2.1032 0.4908 -2.4767  0.00
H 0.2176 -6.3828 -1.0507  0.00
H -1.8205 -2.7681 -2.2372  0.00
C 2.4098 -1.9533 3.1459  0.00
C 3.3802 -0.6716 4.9506  0.00
H -1.5625 2.5371 1.3881  0.00
H 0.9340 -0.0327 -4.1863  0.00
H -3.1125 1.3071 0.6987  0.00
H 3.8588 1.5727 5.0284  0.00
H -1.3175 -0.9808 -4.0822  0.00
H 3.7522 3.1545 1.8428  0.00
H 0.0116 2.8448 1.5052  0.00
C -3.0175 -1.3675 -1.1316  0.00
H 3.3150 -2.5623 3.1291  0.00
C 3.1075 1.1703 -3.1561  0.00
H -0.1365 -0.3176 3.9182  0.00
C -0.7883 2.1794 3.2307  0.00
N -0.6901 2.1467 1.7584  0.00
H 5.4958 0.8183 -0.8095  0.00
F 0.9927 2.3188 -0.6059  0.00
C 4.3422 1.3237 -2.5526  0.00
H 2.0161 -1.8804 2.1350  0.00
C -3.4066 0.3189 0.3678  0.00



Density functional theory data (wB97M-V/def2-TZVPD) for a 4-piece molecular cluster, C7H19BN4O11 overall.

Properties
**Gap between HOMO and LUMO**: 9.94 eV
**Lowest unoccupied orbital energy**: -0.092 eV
**E**: -36719.4897 eV
**Energy above the lowest of the compared OMol25 structures with the same formula, charge and spin**: 0.000 eV
**SMILES**: NB(O)OC(=O)OCCCO.C[N+](=O)[O-].C[N+](=O)[O-].C[N+](=O)[O-]
**Largest force on an atom**: 4.36 eV Å⁻¹
**Molar mass**: 346.06 g mol⁻¹

Each line ends with the Löwdin charge.
Element x y z (Å)
H 2.6635 1.5813 -5.0997  0.10
C 4.5551 0.1953 2.4189  0.05
O -1.9911 -3.4486 -0.6804  0.04
H 0.3151 -0.5207 -1.3107  0.09
O 2.9367 -0.8646 3.6732  0.09
O -2.9551 0.3642 0.6726  -0.08
H -2.5432 2.4641 1.9221  0.08
C 2.9779 0.9137 -4.3027  0.04
H -3.2745 3.0325 3.4494  0.09
C -4.0329 -0.3326 0.0572  -0.23
H 4.6046 0.6898 1.4549  0.10
O -1.8114 4.9370 3.4633  0.06
O 2.3471 -0.0664 1.7553  0.02
O 0.2311 -3.3558 -1.3654  0.22
C -2.2850 -2.0374 -0.7709  -0.16
O 0.9139 -1.1137 -1.7804  0.13
H 2.1634 0.2655 -3.9889  0.09
O -0.3994 -4.2445 0.5384  0.23
O 4.4934 1.6651 -2.7177  0.06
C -0.6987 -3.6980 -0.4290  -0.62
N 3.1632 -0.2868 2.6366  -0.43
H 4.7899 0.8865 3.2229  0.10
O -1.8064 4.8706 1.3040  0.06
N 1.8790 -2.2461 0.2129  0.18
H 1.4726 -1.5479 0.8481  0.06
C -3.0548 3.2830 2.4178  0.04
B 1.0262 -2.2563 -0.9613  -0.66
H -4.4075 0.2790 -0.7686  0.12
H -3.9629 -2.4865 0.4456  0.13
N 3.3538 1.7530 -3.1317  -0.45
N -2.1475 4.4638 2.3963  -0.45
O 2.4885 2.4678 -2.6708  0.06
H 3.8407 0.3311 -4.6049  0.09
H -4.8197 -0.3785 0.8068  0.12
C -3.7241 -1.7860 -0.3542  -0.12
H -2.1122 -1.7420 -1.8092  0.14
H 5.2077 -0.6727 2.4460  0.10
H -1.6020 -1.5201 -0.0865  0.12
H -2.2467 0.4720 0.0332  0.08
H -3.9603 3.5566 1.8842  0.10
H 2.7820 -1.8484 -0.0242  0.08
H -4.3698 -2.0186 -1.2026  0.12



Density functional theory data (wB97M-V/def2-TZVPD) for C12H35Ag2O14 as an isolated structure.

Properties
**Gap between HOMO and LUMO**: 2.65 eV
**Lowest unoccupied orbital energy**: -7.002 eV
**E**: -49655.2589 eV
**Energy above the lowest of the compared OMol25 structures with the same formula, charge and spin**: 9.373 eV
**Largest force on an atom**: 6.17 eV Å⁻¹
**Molar mass**: 619.13 g mol⁻¹
**Net charge**: +1

Each line ends with the Löwdin charge.
Element x y z (Å)
H 2.7159 1.5428 -6.8322  0.13
C 2.7373 -4.5397 -6.8746  -0.23
O 1.6248 3.2568 -6.8250  -0.06
C -3.3967 0.4429 8.1413  -0.20
O 1.0941 -0.4299 1.1382  0.00
C 3.8118 3.2738 -6.1842  -0.29
O 3.7214 -3.5861 -7.2806  -0.07
C -5.5910 5.3398 -1.4242  -0.18
H 2.3230 2.1346 -5.1867  0.12
C -4.1402 -0.6624 7.3107  -0.29
H 3.8080 1.8302 7.6404  0.11
H 2.6429 3.0768 5.4008  0.12
O -5.0813 -4.9524 -0.4306  -0.11
H -3.6430 -6.2332 -1.2505  0.13
H -2.7400 0.1057 8.9433  0.11
H 1.5661 -4.0660 -3.9933  0.07
H -4.6391 -1.3175 8.0249  0.12
C 3.6543 2.9861 5.7971  -0.21
O -0.8747 0.6386 0.8971  0.14
O -5.0418 -0.1654 6.4108  -0.05
H 2.3392 -4.8534 -7.8396  0.12
H -5.8750 -5.4748 -0.2936  0.08
O 2.9832 0.6695 6.0254  -0.11
H 3.1005 0.5613 5.0788  0.07
O 3.9952 4.2647 -5.1916  -0.07
H -4.3211 -6.2445 0.5373  0.13
O 0.9471 1.4804 0.2645  -0.02
H 3.1449 -5.4414 -6.4175  0.12
H -2.8383 -3.7931 -0.4692  0.12
H 3.8380 3.7913 6.5085  0.10
H -4.4782 0.1942 5.7218  0.09
O 2.1552 -3.5663 -4.5633  -0.11
H -4.5011 5.3547 -1.4150  0.08
H 4.3176 -3.5850 -6.5282  0.07
C -2.9194 -4.6809 0.1579  -0.27
O -6.0122 5.1537 -2.7504  -0.12
C -3.8749 -5.7284 -0.3127  -0.21
H -1.8153 0.9572 7.0003  0.08
C 2.6058 2.4232 -6.1991  -0.23
H -3.4506 -1.1863 6.6489  0.12
C 1.6954 -3.9174 -5.9082  -0.20
C 3.9947 1.5760 6.5970  -0.14
H 5.3959 3.0991 4.9636  0.07
Ag 4.7136 -0.9949 -1.4802  0.83
H -4.1374 1.0026 8.7123  0.11
H -5.2978 4.6815 -3.1843  0.07
H -0.8717 1.5395 0.5655  0.11
H 4.9341 4.4645 -5.1844  0.08
H -6.0780 6.2335 -1.0342  0.08
H 4.0176 3.8849 -7.0630  0.13
H -3.2411 -4.2660 1.1131  0.12
H 1.4924 2.7576 -7.6343  0.08
H -5.9324 4.5093 -0.8063  0.07
O -2.6994 1.2777 7.1934  -0.09
H -1.0470 -4.5156 0.3441  0.08
Ag 4.0721 5.0758 -0.2801  0.92
O 4.4906 3.2073 4.6631  -0.11
H 4.9855 1.1729 6.3873  0.10
O -1.6299 -5.2498 0.1373  -0.07
H 0.9133 -4.6537 -5.7231  0.12
H 4.6614 2.5942 -6.2506  0.11
C 0.4057 0.5286 0.7506  -0.97
H 1.2704 -2.9792 -6.2648  0.11



Which of these has the highest E? C4H4N2S